92
Properties=species:S:1:pos:R:3 method="wB97M-V/def2-TZVPD" homo_lumo_gap_ev="8.081 / 6.028" e_above_lowest_ev=1.301 lumo_ev="-0.2 / -2.5" multiplicity=2
As 1.574 -0.883 6.153
K 1.826 -1.285 3.023
S -0.494 -2.415 0.775
F 1.480 -1.894 7.539
F 1.599 -2.288 5.004
F 1.545 0.566 7.096
F 3.318 -0.954 6.154
F -0.177 -0.895 5.981
F 1.696 0.153 4.650
N 2.793 -0.254 0.930
N 0.313 -2.173 -1.680
N -1.747 -1.224 -1.227
N 0.129 2.131 0.667
C 1.782 0.512 0.430
C -0.692 3.063 1.203
C 1.816 0.504 -1.002
C -5.199 -3.853 -1.916
C -4.146 -1.696 -1.157
C 4.510 -2.704 0.918
C -0.529 4.093 -1.114
C -0.668 -1.892 -0.805
C -0.387 -2.725 -4.003
C -1.817 5.163 0.757
C 0.385 -1.785 -3.071
C -0.375 2.306 4.689
C -4.020 -3.217 -1.190
C -1.016 4.133 0.315
C -0.968 -3.213 -6.416
C -1.137 1.854 3.441
C -0.037 5.441 -1.644
C -2.074 4.088 2.886
C -2.958 -1.031 -0.464
C -1.283 3.019 2.494
C -2.501 1.269 3.821
C 2.925 -0.211 -1.339
C 1.025 1.393 1.226
C -2.327 5.157 2.047
C -1.686 3.574 -1.976
C -0.246 -2.277 -5.455
C 3.497 -0.680 -0.111
C 4.761 -1.465 0.050
C 5.773 -0.553 0.757
C 5.326 -1.889 -1.309
H 3.735 -3.332 0.481
H 6.699 -1.091 0.939
H 0.633 2.629 4.433
H 0.026 -0.758 -3.187
H -0.853 6.153 -1.762
H -0.305 1.481 5.395
H 3.324 -0.366 -2.321
H 4.203 -2.406 1.920
H -5.246 -3.510 -2.948
H 5.989 0.315 0.139
H -2.073 5.972 0.093
H 1.136 1.038 -1.632
H -0.587 1.045 2.954
H 5.425 -3.289 0.994
H 0.006 -3.737 -3.890
H 0.815 -2.240 -5.715
H -1.444 -2.752 -3.727
H -0.647 -1.266 -5.563
H -2.513 4.081 3.872
H 5.363 -0.208 1.704
H -3.088 -3.502 -1.686
H -3.087 1.969 4.410
H -3.974 -3.592 -0.167
H -1.994 2.587 -1.636
H -4.235 -1.313 -2.177
H -5.056 -1.422 -0.623
H 5.563 -1.017 -1.912
H 1.345 1.492 2.268
H -2.539 4.247 -1.909
H -0.891 3.129 5.177
H -0.562 -4.220 -6.344
H 6.241 -2.458 -1.167
H -0.850 -2.868 -7.440
H 0.416 5.293 -2.623
H -3.062 1.008 2.924
H -2.800 -1.472 0.521
H -3.139 0.043 -0.345
H -5.110 -4.936 -1.919
H -2.340 0.372 4.415
H 1.097 -2.669 -1.287
H -1.381 3.509 -3.017
H 0.299 3.379 -1.166
H -1.805 -0.982 -2.205
H -2.932 5.979 2.396
H 0.712 5.867 -0.980
H -2.030 -3.254 -6.187
H 4.617 -2.512 -1.851
H -6.133 -3.587 -1.426
H 1.439 -1.794 -3.352